C4H4ClFO | ωB97M-V with the def2-TZVPD basis set

Last column: natural (NBO) charge in e.
Atoms and positions in Å:
C: 2.1989 1.1003 0.1704  -0.701
C: 1.7097 -0.3672 -0.0443  0.552
O: 2.5379 -1.2695 -0.0441  -0.526
C: 0.2601 -0.7246 -0.0473  -0.405
C: -0.8199 0.1182 -0.0632  0.397
F: -0.6046 1.4473 -0.1618  -0.311
Cl: -2.4718 -0.3612 0.0757  0.057
H: 2.0138 1.6659 -0.7768  0.232
H: 1.7358 1.5516 0.9924  0.227
H: 3.2777 1.0545 0.3086  0.236
H: 0.0400 -1.7609 -0.0971  0.243

Values from the calculation:
Energy above the lowest of the compared OMol25 structures with the same formula, charge and spin in eV: 0.000
Structure (SMILES): CC(=O)/C=C(\F)Cl
Molar mass in g mol⁻¹: 122.526
DFT total energy in hartree: -790.08170
HOMO energy in eV: -10.047
HOMO-LUMO gap in eV: 10.054